# 1
# C8H11P

One molecule with the formula C8H11P in a non-equilibrium geometry (ωB97M-V/def2-TZVPD, the Open Molecules 2025 dataset).

Element x y z (Å)
C1 0.48499 -1.44341 0.91883
C2 0.88108 -0.22110 0.64095
C3 2.15050 0.60333 0.43325
C4 1.30902 1.58864 -0.45281
C5 0.04585 0.86888 -0.02708
P1 -1.55540 1.52419 0.68228
C6 -1.19268 0.46759 -0.74208
C7 -1.46443 -1.11543 -0.76154
C8 -0.95643 -1.86745 0.61578
H1 1.13314 -2.30518 1.05564
H2 2.45506 1.11841 1.32175
H3 3.00272 0.20617 -0.00800
H4 1.50771 1.54533 -1.41314
H5 1.22334 2.56767 -0.08596
H6 -1.42730 2.72337 -0.02936
H7 -1.34038 1.03059 -1.64787
H8 -0.97459 -1.55675 -1.63097
H9 -2.52180 -1.24767 -0.82958
H10 -1.69895 -1.57316 1.42891
H11 -1.06145 -2.91402 0.53103

Output
Spin multiplicity = 1
SMILES string = C1=C2CC[C@]23P[C@@H]3CC1
Energy above the lowest of the compared OMol25 structures with the same formula, charge and spin = 109.4 kJ/mol
HOMO = -8.47 eV
Orbital gap = 9.59 eV



# 2
# C8H12

A 2-piece molecular cluster, C8H12 overall in a non-equilibrium geometry (ωB97M-V/def2-TZVPD, the Open Molecules 2025 dataset).

Element x y z (Å)
C1 -0.89574 -0.71038 -0.96803
C2 -1.66293 -1.40527 -1.65819
C3 0.20590 0.16845 -0.70958
C4 -0.59035 -0.20885 0.44285
C5 0.39108 1.62077 -1.13784
C6 1.96665 -0.87669 -1.04123
C7 -1.45309 0.86685 1.15553
C8 -0.21494 -1.24482 1.44385
H1 -0.73008 2.07918 -1.13048
H2 0.82468 1.78069 -2.09417
H3 0.84323 2.32348 -0.34965
H4 1.72933 -1.50419 -1.86299
H5 2.13636 -1.43640 -0.05501
H6 2.68854 -0.05757 -1.11195
H7 -2.55120 0.65829 1.12083
H8 -1.40933 1.79709 0.59106
H9 -1.08848 0.74172 2.25728
H10 0.34071 -0.81957 2.19779
H11 0.47364 -1.95980 0.96268
H12 -1.00398 -1.81299 1.94722

Output
Spin multiplicity = 1
Energy above the lowest of the compared OMol25 structures with the same formula, charge and spin = 608.1 kJ/mol
HOMO = -9.18 eV
Orbital gap = 9.29 eV



# 3
# C8H12

An isolated ion of composition C8H12 and charge +1 in a non-equilibrium geometry (ωB97M-V/def2-TZVPD, the Open Molecules 2025 dataset).

Element x y z (Å)
C1 1.62441 -1.49010 -1.00645
C2 0.14386 -1.70221 -0.76764
C3 -0.64073 -2.29547 -1.64493
C4 -0.30294 -1.24100 0.59733
C5 -0.48493 0.17078 0.83737
C6 -0.07080 1.21626 0.00684
C7 -0.14835 2.56097 0.38612
C8 -0.32038 3.04048 1.66077
H1 1.99070 -0.53001 -0.63969
H2 2.21172 -2.32152 -0.62958
H3 1.80856 -1.30546 -2.06719
H4 -1.67759 -2.62037 -1.58542
H5 -0.19223 -2.63886 -2.57762
H6 -1.17029 -1.79033 0.98026
H7 0.48802 -1.60314 1.28606
H8 -0.91431 0.46689 1.79150
H9 0.25790 0.89543 -0.97600
H10 0.07901 3.31969 -0.35661
H11 -0.45781 2.44105 2.55906
H12 -0.12872 4.07851 1.89457

Output
Spin multiplicity = 2
Net charge = +1
Energy above the lowest of the compared OMol25 structures with the same formula, charge and spin = 60.8 kJ/mol
HOMO (alpha / beta) = -13.45 / -13.44 eV
Orbital gap (alpha / beta) = 8.13 / 5.79 eV



# 4
# C8H12As2F18O4Pt

C8H12As2F18O4Pt as an isolated structure in a non-equilibrium geometry (ωB97M-V/def2-TZVPD, the Open Molecules 2025 dataset).

Element x y z (Å)
Pt1 0.46238 -0.56009 -0.55217
As1 3.20092 1.85181 -1.96216
F1 2.18173 3.25856 -1.72354
F2 1.96519 0.86731 -1.13079
F3 4.20807 0.41821 -2.08544
F4 4.31631 2.85203 -2.90464
F5 4.02015 2.26031 -0.49278
F6 2.37006 1.44374 -3.45337
As2 -0.00717 -3.10938 -3.26649
F7 -0.75653 -4.32312 -4.26049
F8 1.29406 -2.85616 -4.41531
F9 0.74818 -1.83927 -2.21094
F10 -1.24902 -3.25429 -2.02234
F11 0.97026 -4.24461 -2.35916
F12 -0.92850 -1.92273 -4.14140
C1 1.25899 -0.99190 2.09951
O1 0.88800 0.24680 1.54010
O2 0.91185 -1.88983 1.11559
C2 2.72375 -1.17460 2.60710
F13 3.58405 -0.73150 1.69108
F14 2.86269 -0.48363 3.76677
F15 3.00585 -2.43717 2.89916
C3 1.07171 1.47813 2.20619
C4 0.57582 2.64463 1.36178
H1 -0.41507 2.37668 0.98146
H2 0.45471 3.55385 1.94767
H3 1.17302 2.79088 0.46317
H4 2.07120 1.65588 2.61121
H5 0.43063 1.47488 3.10247
H6 0.64570 -1.21576 2.99026
C5 -2.22450 0.79597 -0.80607
O3 -2.08379 -0.01725 0.36108
O4 -1.05423 0.76456 -1.49351
C6 -3.51100 0.38607 -1.60109
F16 -3.64643 -0.94918 -1.62893
F17 -4.60518 0.89516 -0.99719
F18 -3.46309 0.77205 -2.88015
C7 -2.92328 0.29132 1.45077
C8 -2.93395 -0.93322 2.36220
H7 -3.32859 -1.83379 1.89911
H8 -1.93117 -1.03298 2.78234
H9 -3.54539 -0.77182 3.25981
H10 -3.96332 0.55161 1.24221
H11 -2.51870 1.11941 2.04618
H12 -2.30635 1.82242 -0.39925

Output
Spin multiplicity = 3
Net charge = -2
HOMO (alpha / beta) = -3.05 / -3.23 eV
Orbital gap (alpha / beta) = 7.54 / 7.72 eV



# 5
# C8H12AuBiCl2N2O3S

C8H12AuBiCl2N2O3S as an isolated structure in a non-equilibrium geometry (ωB97M-V/def2-TZVPD, the Open Molecules 2025 dataset).

Element x y z (Å)
Bi1 -0.48590 -0.29044 -3.78196
Au1 0.41365 -0.01625 -1.02752
Cl1 -2.31352 -1.90570 -4.25300
Cl2 -1.63099 1.94177 -3.96214
C1 1.15108 1.56276 -1.90309
C2 0.56778 -1.97872 -5.80044
C3 0.29623 0.91792 -6.07770
O1 1.57728 2.61559 -2.11553
O2 0.41488 -3.04411 -6.17646
O3 0.57373 1.60487 -6.93877
C4 2.09345 -1.43857 1.48142
N1 1.03662 -0.64290 2.11016
C5 1.52988 0.57524 2.76194
C6 -0.21564 -0.67636 1.58442
S1 -0.55975 -1.71957 0.23863
N2 -1.15932 0.17545 2.03745
C7 -1.31340 0.42325 3.46085
C8 -2.28107 0.58433 1.18632
H1 2.97475 -1.36995 2.12925
H2 2.34716 -1.04329 0.48373
H3 1.73804 -2.46934 1.38544
H4 1.12026 1.49434 2.32768
H5 1.28938 0.53808 3.82678
H6 2.61671 0.59092 2.65234
H7 -1.06347 1.47573 3.64574
H8 -2.35935 0.24149 3.73397
H9 -0.66459 -0.22294 4.05433
H10 -1.89625 1.05447 0.26676
H11 -2.90843 -0.27569 0.90650
H12 -2.88919 1.29764 1.76292

Output
Spin multiplicity = 3
Net charge = +4
Energy above the lowest of the compared OMol25 structures with the same formula, charge and spin = 33.1 kJ/mol
HOMO (alpha / beta) = -23.19 / -23.15 eV
Orbital gap (alpha / beta) = 6.98 / 3.73 eV



# 6
# C8H12B7F28Li5O6

C8H12B7F28Li5O6 as an isolated structure in a non-equilibrium geometry (ωB97M-V/def2-TZVPD, the Open Molecules 2025 dataset).

Element x y z (Å)
Li1 1.87331 1.69310 2.88278
Li2 -0.40815 -1.30977 4.00390
Li3 3.17608 -3.15103 2.27574
Li4 -0.37125 -3.40291 0.01494
Li5 1.99219 0.16417 -1.23026
B1 1.65732 -5.28635 0.50268
F1 0.31454 -5.28534 0.15302
F2 1.88284 -4.50127 1.59717
F3 1.91275 -6.61095 0.90701
F4 2.44975 -4.91197 -0.59002
B2 1.25505 -1.06733 1.31198
F5 0.89215 -0.22050 0.30260
F6 1.30154 -0.32644 2.48083
F7 0.33683 -2.04390 1.31353
F8 2.45796 -1.52947 0.98027
B3 3.03320 2.41327 0.73267
F9 3.87398 3.29371 0.18282
F10 3.47914 1.74222 1.79838
F11 1.81833 3.04821 1.16089
F12 2.86044 1.41362 -0.20388
B4 -1.15433 1.33241 4.25940
F13 -1.64737 0.18821 3.74768
F14 -0.81628 1.21471 5.51584
F15 -0.02158 1.70734 3.66369
F16 -2.16926 2.25523 4.12092
B5 -1.89767 -3.69698 2.46610
F17 -1.59800 -2.57035 3.12219
F18 -3.01698 -4.11839 2.99558
F19 -2.06662 -3.43392 1.13150
F20 -0.94549 -4.66136 2.56931
B6 4.24464 0.71637 4.61557
F21 2.87373 0.79004 4.42330
F22 4.68640 -0.41067 3.99361
F23 4.79203 1.80281 4.14139
F24 4.46740 0.70757 5.98444
B7 0.41656 -2.69602 -2.33209
F25 -0.89579 -2.86346 -1.81899
F26 0.58718 -1.54343 -3.08774
F27 1.21194 -2.52304 -1.26639
F28 0.80910 -3.85224 -2.99494
C1 -0.63398 4.13721 -4.95116
C2 -0.25566 2.71151 -5.07898
C3 1.23704 2.44791 -5.08464
O1 1.52428 2.09297 -3.73653
C4 0.37578 1.82370 -3.10243
O2 0.32210 1.23623 -1.99435
O3 -0.65005 2.13056 -3.83237
H1 -1.67041 4.39968 -4.73900
H2 -0.39583 4.57002 -5.92278
H3 -0.01334 4.59324 -4.17983
H4 -0.85357 2.20223 -5.83479
H5 1.65043 3.38695 -5.45262
H6 1.50930 1.68394 -5.81287
C5 -2.70234 -0.05470 0.62401
C6 -3.32152 1.16864 0.08885
C7 -3.14875 1.42263 -1.44452
O4 -4.23023 0.76377 -2.00283
C8 -5.19428 0.72200 -1.20950
O5 -6.34948 0.70440 -1.47768
O6 -4.73448 0.88700 0.06968
H7 -3.11138 -0.35502 1.58868
H8 -1.61541 0.01962 0.65814
H9 -2.90338 -0.80734 -0.13837
H10 -3.04070 2.11393 0.55327
H11 -2.16353 1.05485 -1.73123
H12 -3.27820 2.47818 -1.68359

Output
Spin multiplicity = 1
Net charge = -2
HOMO = -6.74 eV
Orbital gap = 9.74 eV



# 7
# C8H12BF3INO6Tb

C8H12BF3INO6Tb as an isolated structure in a non-equilibrium geometry (ωB97M-V/def2-TZVPD, the Open Molecules 2025 dataset).

Element x y z (Å)
C1 -0.03894 3.02023 -0.88394
N1 -0.23184 1.53768 -0.86290
C2 -0.62971 1.19095 -2.30795
B1 1.06026 0.78209 -0.65544
O1 2.18465 1.12176 -1.52293
C3 1.33407 -0.41220 0.44042
O2 1.85173 -1.66129 -0.12412
O3 2.56260 0.09245 1.10915
C4 2.62195 -0.82501 2.25658
O4 3.68866 -1.18394 2.82507
O5 1.28248 -1.30990 2.61967
C5 0.42718 -0.52158 1.76831
I1 0.44745 1.42976 2.78523
C6 -1.14819 -0.85027 1.66669
C7 -1.61495 -1.56597 0.29989
O6 -3.07630 -1.68911 0.39001
C8 -1.08719 -3.11174 0.16747
F1 -2.22737 -3.99773 0.09521
F2 -0.37743 -3.31298 -1.06320
F3 -0.35958 -3.51136 1.32649
H1 -0.64428 3.52601 -1.75782
H2 -0.44904 3.45018 0.13227
H3 1.05075 3.37099 -0.99862
H4 -0.10657 1.86368 -3.07932
H5 -1.77424 1.20220 -2.37174
H6 -0.29007 0.08936 -2.45389
H7 2.30955 0.41402 -2.20729
H8 2.72773 -1.40627 -0.52996
H9 -1.46222 -1.46797 2.59811
H10 -1.70426 0.17009 1.76841
H11 -1.41266 -0.95431 -0.64833
H12 -3.50374 -0.83818 0.13163
Tb1 -1.41047 5.35837 -0.91316

Output
Spin multiplicity = 7
Net charge = +3
HOMO (alpha / beta) = -19.15 / -19.07 eV
Orbital gap (alpha / beta) = 5.80 / 4.96 eV



# 8
# C8H12BeN4O4S

C8H12BeN4O4S as an isolated structure in a non-equilibrium geometry (ωB97M-V/def2-TZVPD, the Open Molecules 2025 dataset).

Element x y z (Å)
Be1 -0.31008 0.42705 0.00095
S1 -0.39315 1.28507 2.18802
O1 -0.61082 2.65774 2.57935
O2 -1.49021 0.74285 1.34952
O3 0.70091 1.22460 1.24442
O4 -0.18867 0.36450 3.28690
C1 0.51004 -1.13458 -3.82535
C2 0.14444 -0.61318 -2.51045
N1 -0.22025 -0.28033 -1.46777
H1 1.30972 -1.87387 -3.87067
H2 0.57904 -0.37300 -4.60209
H3 -0.32543 -1.52045 -4.40947
C3 -2.59336 3.58406 0.17474
C4 -1.43937 2.75534 -0.24787
N2 -0.54379 2.13399 -0.59128
H4 -3.39736 2.85397 0.26784
H5 -2.93678 4.28328 -0.58766
H6 -2.15569 4.00739 1.07879
C5 -0.97031 -3.03039 1.51779
C6 -0.63628 -2.05599 0.45386
N3 -0.45757 -1.26236 -0.33200
H7 -0.48482 -3.99806 1.39121
H8 -2.05954 -3.07026 1.52783
H9 -0.51915 -2.68422 2.44770
C7 3.53567 -0.92553 0.61497
C8 2.22439 -0.41589 0.15827
N4 1.15314 -0.00406 -0.18139
H10 3.64288 -1.97610 0.34496
H11 3.54738 -0.78387 1.69565
H12 4.38505 -0.31770 0.30323

Output
Spin multiplicity = 1
HOMO = -7.87 eV
Orbital gap = 7.82 eV



# 9
# C8H12BrNO2

One molecule with the formula C8H12BrNO2 in a non-equilibrium geometry (ωB97M-V/def2-TZVPD, the Open Molecules 2025 dataset).

Element x y z (Å)
C1 0.76428 -0.76170 -0.64818
C2 0.32187 -1.72341 -1.73545
C3 1.82915 0.17239 -1.02175
C4 1.13107 1.40792 -2.04829
C5 0.08358 2.11370 -1.30735
C6 -0.77640 -0.53495 1.18269
C7 -0.52896 -1.89413 1.84885
C8 -1.74151 1.57218 1.73112
N1 -0.08654 -0.09010 0.20415
O1 0.98398 -2.00700 -2.72579
O2 -1.71224 0.17072 1.84525
Br1 -1.65495 1.74479 -1.93547
H1 -0.57241 -2.21195 -1.49725
H2 2.12179 0.70022 -0.15789
H3 2.65876 -0.13141 -1.59204
H4 2.09509 1.96382 -2.19391
H5 0.76430 0.81865 -2.86156
H6 0.19099 2.92914 -0.64438
H7 -0.56122 -1.91870 2.90375
H8 0.55778 -2.19689 1.57310
H9 -1.18543 -2.65863 1.32113
H10 -1.92683 1.86630 0.71866
H11 -0.80096 2.07614 2.05373
H12 -2.52036 2.03080 2.38608

Output
Spin multiplicity = 1
Energy above the lowest of the compared OMol25 structures with the same formula, charge and spin = 275.6 kJ/mol
HOMO (alpha / beta) = -7.52 / -7.61 eV
Orbital gap (alpha / beta) = 7.58 / 6.97 eV



# 10
# C8H12Cl2InO2Sn

C8H12Cl2InO2Sn as an isolated structure in a non-equilibrium geometry (ωB97M-V/def2-TZVPD, the Open Molecules 2025 dataset).

Element x y z (Å)
C1 1.07404 -3.52043 0.07471
C2 0.78737 -2.46647 0.63688
In1 0.47026 -0.31096 1.27486
Cl1 0.12696 -0.22004 3.74744
C3 2.37945 0.85603 0.83589
C4 2.92204 0.62378 -0.63471
C5 1.82155 0.54088 -1.75462
Cl2 1.01929 2.16502 -2.07848
C6 -1.16145 0.69350 0.09404
C7 -2.64281 0.30154 0.53199
O1 -3.23063 -0.47493 -0.56237
C8 -4.17212 0.33067 -1.20959
O2 -5.34457 0.07142 -1.15896
H1 1.11328 -4.30947 -0.71474
H2 2.15560 1.93646 1.05102
H3 3.15256 0.42640 1.54014
H4 3.56514 1.52060 -0.89249
H5 3.53502 -0.32115 -0.66323
H6 1.06495 -0.27921 -1.60322
H7 2.35856 0.27968 -2.71614
H8 -1.01739 0.48514 -0.99730
H9 -1.03428 1.80605 0.26385
H10 -2.68580 -0.25157 1.50960
H11 -3.22346 1.27479 0.59066
H12 -3.88421 1.22377 -1.83781
Sn1 0.85065 -2.38150 4.67259

Output
Spin multiplicity = 1
Net charge = +1
HOMO = -11.21 eV
Orbital gap = 3.42 eV



# 11
# C8H12FN2O2

An isolated ion of composition C8H12FN2O2 and charge +1 in a non-equilibrium geometry (ωB97M-V/def2-TZVPD, the Open Molecules 2025 dataset).

Element x y z (Å)
C1 2.44191 -0.34288 -1.19003
O1 1.27599 -0.90818 -0.64159
N1 0.45107 0.05987 0.17150
C2 0.81310 -0.12051 1.62229
C3 0.68550 1.45793 -0.28783
C4 -0.45768 2.35357 0.00945
C5 -1.71347 1.89904 0.12284
C6 -1.94409 0.46137 0.01171
F1 -3.19695 0.12664 -0.12218
C7 -0.92528 -0.42269 0.05098
C8 -1.22715 -1.95211 0.35106
N2 -1.94316 -2.55294 -0.58240
O2 -0.65492 -2.41544 1.29658
H1 2.98333 -1.14291 -1.53193
H2 2.97065 0.08454 -0.41700
H3 2.34422 0.33081 -2.09115
H4 1.86985 -0.14142 1.80742
H5 0.46305 0.67239 2.26698
H6 0.38983 -1.15763 1.97395
H7 1.02002 1.50336 -1.44778
H8 1.66068 1.80272 0.23729
H9 -0.28790 3.47634 0.07613
H10 -2.57226 2.53225 0.22480
H11 -2.46903 -2.04066 -1.28407
H12 -1.97733 -3.56348 -0.62702

Output
Spin multiplicity = 1
SMILES string = CO[N@@+]1(C)CC=CC(F)=C1C(N)=O
Net charge = +1
Energy above the lowest of the compared OMol25 structures with the same formula, charge and spin = 524.3 kJ/mol
HOMO = -13.40 eV
Orbital gap = 9.46 eV



# 12
# C8H12IrN2P

C8H12IrN2P as an isolated structure in a non-equilibrium geometry (ωB97M-V/def2-TZVPD, the Open Molecules 2025 dataset).

Element x y z (Å)
C1 -0.68983 -0.92786 -0.99442
C2 -1.04542 0.05987 -1.93317
C3 -0.28410 1.15599 -2.27841
C4 1.01940 1.20015 -1.74018
C5 1.58958 0.09525 -1.08606
Ir1 -0.27194 0.92812 -0.24282
P1 1.00950 -1.45467 -0.58309
H1 -1.56826 -1.51470 -0.68876
H2 -2.07018 0.04717 -2.28618
H3 -0.66645 1.94724 -2.93467
H4 2.62674 0.32087 -0.84116
H5 1.56065 2.13913 -1.85157
H6 2.06118 -1.63009 0.44062
H7 1.17458 -2.43231 -1.55126
H8 0.27087 -2.12006 0.49961
N1 0.12784 0.26802 2.76285
C6 0.12154 0.80334 4.00528
C7 -0.06812 2.16021 3.85832
C8 -0.14451 2.41995 2.48240
N2 -0.09194 1.22514 1.83230
H9 0.29781 -0.75097 2.57879
H10 0.23830 0.22788 4.91313
H11 -0.14518 2.90395 4.62511
H12 -0.25657 3.34898 1.92674

Output
Spin multiplicity = 5
Energy above the lowest of the compared OMol25 structures with the same formula, charge and spin = 401.5 kJ/mol
HOMO (alpha / beta) = -3.18 / -7.93 eV
Orbital gap (alpha / beta) = 3.82 / 6.15 eV